Computed, not measured: a molecular structure, C34H76BeCl2F6O20P4 at a distorted geometry, with wB97M-V/def2-TZVPD.

Last column: Mulliken charge in e.
CARTESIAN COORDINATES (ANGSTROEM)
C1 4.889 1.880 0.376  0.596
C2 -2.665 0.761 -4.079  -0.233
H1 -1.176 -3.872 4.098  0.380
H2 0.094 -1.778 4.744  0.436
H3 6.750 2.676 0.896  0.363
H4 1.945 3.398 -3.609  0.396
C3 -5.948 0.519 1.171  -1.434
P1 3.537 0.340 2.092  -0.654
H5 2.675 -2.131 2.099  -0.397
O1 -4.488 0.550 -0.727  -0.531
H6 -4.789 -4.039 -2.386  0.103
H7 2.563 -6.673 -0.184  0.437
F1 2.198 0.762 -4.834  -0.251
O2 -2.650 4.371 -1.198  -0.375
H8 4.961 -0.315 4.223  0.365
C4 4.165 0.250 4.712  -0.311
H9 0.604 7.345 -1.097  0.277
H10 -6.763 0.094 0.598  0.318
H11 2.986 -2.595 -1.807  -0.246
H12 2.046 -4.477 -0.544  -0.358
C5 -3.679 3.914 -0.240  0.982
C6 -1.147 6.654 -0.064  -0.296
C7 -0.906 -3.107 3.373  -0.385
H13 -2.296 -0.269 -4.234  0.044
H14 -3.952 -5.952 1.342  0.403
O3 -0.787 2.736 -0.490  1.718
C8 1.687 -0.988 -3.167  -0.196
C9 4.697 1.581 5.219  -1.289
O4 0.119 -2.037 0.582  0.995
H15 5.916 3.369 -0.620  0.415
C10 1.025 4.837 -2.314  -0.376
O5 4.376 -1.017 2.045  -0.319
H16 -4.287 5.822 0.510  0.293
H17 -5.948 -2.052 -1.240  0.186
H18 -1.671 -2.422 3.015  0.189
C11 1.916 3.400 2.240  -0.503
H19 -5.640 4.814 0.295  0.394
O6 -0.031 -4.542 -0.133  -0.491
C12 -5.464 -2.005 -2.207  -0.320
H20 -6.428 -3.763 -2.926  0.413
H21 -0.013 -4.969 -2.835  -0.319
C13 3.621 -1.707 -1.883  1.000
O7 1.071 -0.381 -2.207  -0.008
O8 2.355 0.337 1.190  1.704
H22 -5.847 -1.216 -2.857  0.450
H23 0.367 -4.131 -4.394  0.330
C14 -1.560 -3.692 -3.467  0.604
C15 -1.715 1.850 -3.716  -0.421
C16 1.356 -5.029 0.090  0.599
Be1 -0.006 0.366 0.096  0.727
H24 3.445 -1.057 -1.024  -0.184
H25 -3.851 -4.067 -0.261  -0.204
H26 -4.907 5.398 -1.113  0.351
O9 -1.429 0.251 2.149  -0.732
O10 -2.088 -3.240 0.382  0.288
F2 2.032 -1.219 -5.662  -0.297
H27 0.958 -7.092 0.603  0.367
H28 3.880 2.089 0.008  -0.171
H29 -1.773 6.807 0.812  0.321
O11 -4.073 -1.622 -1.899  0.451
C17 4.390 -3.418 1.617  -1.329
Cl1 -2.353 -3.075 -4.941  -0.202
H30 -5.077 -3.267 -3.964  0.261
C18 3.729 -2.298 2.341  0.659
H31 5.416 -2.651 -1.179  0.281
H32 5.240 -2.551 -2.970  0.454
O12 -0.425 4.539 -2.283  -0.451
H33 1.204 5.227 -1.305  0.184
H34 0.665 7.343 0.694  0.286
H35 4.135 -4.372 2.077  0.447
H36 -4.513 -1.025 0.578  -0.017
H37 -0.921 1.524 -3.034  -0.224
H38 -2.301 -4.259 -2.912  0.083
H39 5.271 2.181 4.510  0.227
H40 -2.145 2.713 -3.199  0.125
O13 3.173 -1.014 -3.061  -0.522
H41 2.119 4.475 2.287  0.614
C19 5.114 -2.026 -2.021  -1.484
H42 4.001 -3.519 0.604  -0.092
O14 -0.746 5.229 0.113  0.048
O15 -2.071 -0.144 -1.235  0.941
H43 5.352 1.397 6.077  0.450
H44 0.394 3.345 3.715  0.461
C20 -2.955 -4.434 0.235  0.237
H45 1.132 5.505 -3.164  0.315
H46 3.850 2.171 5.577  0.297
H47 2.891 3.823 -2.105  0.278
F3 -1.456 2.327 5.192  -0.337
H48 1.521 2.744 -2.045  -0.129
C21 -4.644 5.012 -0.130  -1.568
O16 0.084 1.847 2.349  0.622
H49 -3.321 0.904 -4.947  0.285
F4 0.257 -0.077 -5.189  -0.210
C22 -5.425 -3.332 -2.933  -1.022
C23 1.537 -0.381 -4.715  0.528
C24 0.326 -2.355 3.848  -0.626
P2 -3.488 -0.160 -1.698  -0.350
H50 5.737 -1.128 -2.029  0.301
F5 0.243 0.987 4.875  -0.056
H51 -0.174 3.890 2.097  -0.206
C25 0.046 7.542 -0.182  -1.281
H52 -4.086 2.997 -0.669  -0.134
O17 -0.509 -3.946 2.213  -0.460
C26 -1.189 1.328 2.844  0.022
H53 3.745 -2.373 3.433  0.357
H54 2.097 3.017 1.237  -0.342
C27 1.487 -6.514 -0.146  -1.637
O18 3.202 0.483 3.614  -0.098
C28 0.455 3.188 2.636  -0.216
Cl2 -0.883 -6.061 -4.780  -0.229
P3 -1.134 4.119 -0.948  -0.941
H55 -6.011 1.605 1.135  0.286
H56 -1.240 2.193 -4.640  0.561
C29 5.843 3.057 0.416  -1.431
H57 1.553 -4.792 1.132  0.461
H58 -4.074 -4.402 2.123  0.309
H59 1.142 -3.050 4.021  0.360
C30 -4.613 0.052 0.688  0.948
H60 2.659 2.920 2.883  -0.059
O19 -3.763 0.602 -3.048  -0.475
O20 4.592 1.463 1.770  -0.435
C31 -0.398 -4.608 -3.787  0.119
H61 -3.161 3.617 0.675  -0.116
C32 1.914 3.627 -2.548  -0.635
P4 -0.571 -3.339 0.742  -0.471
H62 0.564 -1.606 3.082  -0.203
H63 3.643 -0.349 5.456  0.303
H64 5.505 3.848 1.089  0.321
H65 -6.074 0.203 2.212  0.410
H66 -1.133 -2.821 -2.955  -0.410
H67 -1.984 2.106 2.904  -0.095
H68 1.419 -2.048 -3.394  -0.238
H69 -2.335 -5.118 -0.326  0.392
C33 -1.017 1.193 4.524  0.241
H70 5.468 -3.362 1.782  0.407
H71 5.175 0.982 -0.193  0.092
H72 -3.708 0.387 1.202  -0.413
H73 -1.759 6.739 -0.954  0.354
H74 1.074 -6.719 -1.136  0.279
F6 -1.732 0.209 5.100  -0.318
C34 -3.401 -5.032 1.548  -1.413
H75 -2.535 -5.324 2.147  0.266
H76 -0.292 8.579 -0.172  0.412

Output
frontier orbital gap: 7.159 eV
charge: 0
LUMO: -0.0174 Eh

Computed, not measured: 6 unconnected molecules or ions with the total composition C34H77BF9N6O8 at a distorted geometry, with wB97M-V/def2-TZVPD.

Last column: Mulliken charge in e.
CARTESIAN COORDINATES (ANGSTROEM)
N1 7.979 0.281 -1.645  -0.706
H1 0.384 -4.831 2.830  0.286
H2 -0.537 2.687 5.259  0.149
C1 9.854 0.334 -0.090  -1.514
C2 0.726 0.763 1.880  0.564
H3 -4.715 -3.199 -9.435  0.388
F1 -5.822 -0.213 3.183  -0.227
C3 -3.784 -2.516 -6.138  -0.687
C4 -3.729 -3.217 -7.510  0.177
H4 3.246 1.797 -0.526  0.351
C5 -2.471 -1.621 -2.267  0.371
F2 -3.967 -1.389 6.062  -0.268
C6 -2.900 0.365 4.569  0.485
H5 -4.157 6.000 3.173  0.337
H6 -3.666 -0.944 0.288  0.171
C7 8.336 0.252 -0.221  0.390
H7 0.149 -0.161 -3.646  -0.436
C8 0.235 2.086 5.859  -1.025
C9 1.022 -3.206 -4.830  0.306
H8 2.592 2.137 4.731  0.598
O1 -3.004 -1.326 -6.055  -0.266
H9 3.750 -0.539 -1.660  0.240
N2 -4.854 5.571 3.782  -0.709
B1 0.602 -2.963 2.261  0.753
H10 9.013 -3.899 -0.142  0.258
H11 -0.098 -3.085 0.462  0.303
H12 10.206 1.329 -0.376  0.374
F3 -4.271 -1.940 3.084  -0.178
C10 9.142 -2.825 0.008  -0.659
N3 -1.944 0.810 -2.148  -0.599
H13 -3.218 0.703 -6.071  0.309
H14 1.040 2.817 2.749  0.305
H15 -1.809 -3.876 -7.328  0.324
H16 0.620 -4.213 -4.667  0.470
H17 -1.549 -1.883 -2.797  -1.114
C11 -1.498 -0.397 4.798  0.841
H18 -3.358 -3.199 -5.395  0.235
O2 7.886 -2.200 -0.197  -0.379
H19 -1.872 0.644 -1.144  0.223
C12 2.957 -0.160 0.664  -0.869
H20 -4.995 -0.618 -2.543  0.372
H21 -3.426 -0.067 -7.641  0.268
F4 -1.231 -0.597 6.173  -0.320
C13 0.102 -0.390 2.842  -0.544
N4 -2.350 -3.337 -8.001  -0.703
C14 -2.870 -0.194 -2.690  0.919
H22 -0.857 -2.253 -5.367  0.160
C15 1.089 -1.626 3.090  -0.743
C16 0.100 -2.513 -5.830  -1.013
O3 0.808 -3.162 0.854  -0.464
O4 -2.167 -1.758 -0.880  -0.120
C17 -4.328 6.962 5.712  -1.461
H23 1.348 -0.058 -4.977  0.297
H24 2.603 2.106 2.139  0.356
H25 0.072 -2.305 -3.067  -0.682
H26 1.161 -0.023 5.645  0.419
C18 1.630 1.833 2.660  -0.951
C19 1.392 0.156 0.551  -0.451
H27 1.287 0.980 -0.246  0.515
H28 2.943 -3.885 -4.797  0.304
H29 9.525 -2.661 1.020  0.307
H30 -4.096 -2.490 -0.516  0.383
C20 1.997 1.368 4.144  -0.724
H31 -0.196 1.726 6.861  0.311
C21 -5.033 -1.121 3.910  0.597
H32 8.214 -0.632 -2.033  0.338
H33 7.923 1.151 0.252  0.351
H34 -2.424 4.999 6.153  0.530
N5 2.357 -3.339 -5.426  -0.759
H35 -4.391 0.407 -1.232  0.347
H36 -3.775 7.018 6.654  0.342
F5 -2.873 1.653 5.164  -0.274
H37 10.168 0.156 0.943  0.344
H38 -1.969 7.454 4.128  0.237
C22 -1.360 6.610 4.457  -0.736
C23 7.719 -0.967 0.495  -0.060
O5 1.874 -1.325 -3.431  -0.302
H39 -0.202 1.344 1.513  0.502
F6 -5.965 -1.968 4.555  -0.259
H40 -1.133 6.699 5.524  0.352
N6 -0.389 0.305 4.078  -0.056
H41 -0.422 6.646 3.900  0.258
H42 -4.132 -4.227 -7.376  0.451
H43 -3.911 7.703 5.028  0.286
C24 0.723 0.796 4.994  0.060
H44 -4.613 1.079 -2.838  0.382
C25 -3.296 -1.919 -0.036  -0.637
H45 -0.764 -0.806 2.209  0.081
H46 1.090 2.782 6.116  0.446
H47 2.788 -2.414 -5.412  0.327
C26 -2.889 4.910 5.162  0.466
O6 4.386 0.171 -1.412  -0.482
H48 -3.006 3.840 4.969  -0.680
H49 0.964 -1.921 4.199  0.164
H50 -4.918 4.615 3.439  0.247
H51 -4.118 -1.620 -8.958  0.275
O7 -2.008 5.386 4.148  -0.378
H52 10.370 -0.381 -0.732  0.288
H53 -1.006 0.609 -2.492  0.301
C27 1.213 -0.161 -3.899  -0.130
H54 1.680 0.706 -3.426  0.316
F7 -3.129 0.612 3.183  -0.205
H55 -3.226 -2.356 -2.573  0.522
H56 6.964 0.322 -1.725  0.221
H57 1.553 -3.196 -2.749  0.429
H58 -0.817 1.198 3.733  0.674
H59 2.697 0.459 4.035  0.168
H60 4.711 1.166 0.388  0.221
H61 3.100 -1.226 0.253  0.427
H62 -4.720 -0.179 -6.403  0.398
H63 -2.817 -0.152 -3.783  0.089
H64 -5.359 7.263 5.915  0.363
F8 -5.048 0.539 5.660  -0.267
C28 1.078 -2.507 -3.456  0.333
H65 -1.931 -2.408 -7.956  0.354
H66 0.538 -1.602 -6.242  0.169
H67 3.376 -0.135 1.720  0.230
H68 9.864 -2.475 -0.733  0.229
C29 -4.184 -0.430 5.078  0.517
H69 6.637 -0.809 0.555  -0.219
C30 -3.640 -0.169 -6.575  -1.003
H70 -4.819 -2.323 -5.827  0.643
C31 -4.292 5.549 5.139  0.212
H71 2.191 -1.395 2.957  0.112
C32 -4.295 0.184 -2.296  -1.790
H72 -4.942 4.931 5.767  0.451
H73 -2.973 -2.461 0.856  0.177
H74 -0.109 -3.175 -6.674  0.279
C33 -4.577 -2.534 -8.579  -1.530
C34 3.823 0.845 -0.271  -0.395
H75 0.751 -0.708 0.187  -0.206
O8 -0.107 -3.996 2.990  -0.621
H76 8.081 -1.051 1.528  0.416
F9 -1.738 -1.708 4.312  -0.302
H77 -5.569 -2.284 -8.191  0.353

Output
frontier orbital gap: 7.768 eV
charge: +1
LUMO: -0.0987 Eh

Computed, not measured: 11 unconnected molecules or ions with the total composition C34H78N10O11 at a distorted geometry, with wB97M-V/def2-TZVPD.

Last column: Mulliken charge in e.
CARTESIAN COORDINATES (ANGSTROEM)
C1 -11.693 -11.076 24.939  0.413
H1 -12.898 -2.818 21.893  0.187
H2 -11.554 -11.624 21.776  0.423
N1 -11.123 -9.929 29.449  0.147
H3 -10.142 -3.269 23.851  -0.081
H4 -6.144 -1.695 23.177  0.342
N2 -7.405 -5.869 30.170  0.121
O1 -8.787 -7.390 31.145  -0.631
H5 -4.980 -2.111 30.141  0.355
O2 -14.593 -1.887 30.362  -0.533
H6 -9.525 -7.358 24.276  0.212
H7 -11.846 -11.662 25.858  -0.052
H8 -17.733 -2.565 28.508  0.421
H9 -15.910 -10.599 25.843  0.277
H10 -11.378 -10.124 22.522  0.270
H11 -15.203 -9.742 28.613  0.359
C2 -14.107 -3.864 20.317  -0.512
H12 -11.640 -2.442 26.205  0.145
H13 -6.163 -6.483 25.322  0.332
H14 -15.849 -3.279 21.558  0.298
H15 -8.336 -3.987 29.916  0.160
H16 -12.188 -7.286 27.380  0.050
H17 -15.728 -4.098 27.282  0.242
H18 -11.954 -3.846 20.920  0.250
H19 -7.288 -6.111 24.153  0.584
C3 -6.414 -5.578 29.110  -0.756
O3 -6.861 -8.111 27.247  -0.567
H20 -16.710 -1.292 29.175  0.318
H21 -7.002 -2.271 21.937  0.375
H22 -7.944 -0.972 27.488  0.383
H23 -16.046 -4.776 20.664  0.309
H24 -12.024 -4.177 25.333  -0.438
H25 -9.374 -5.936 27.115  0.423
H26 -9.412 -1.784 25.314  0.265
C4 -10.092 -10.599 30.103  0.131
H27 -8.231 -2.612 28.093  0.192
H28 -12.174 -13.560 22.934  0.309
O4 -14.567 -7.809 28.560  -0.525
H29 -9.357 -9.072 24.435  -0.114
H30 -16.906 -10.531 27.268  0.411
H31 -14.271 -2.923 19.792  0.340
H32 -8.790 -4.369 23.846  -0.005
C5 -6.926 -2.436 23.012  -1.075
H33 -13.118 -5.119 26.485  0.531
H34 -14.633 -3.950 30.472  0.372
H35 -16.055 -6.595 26.818  -0.148
H36 -7.209 -7.851 29.904  0.350
H37 -14.955 -6.114 22.198  0.346
N3 -15.969 -8.720 26.999  0.304
C6 -13.839 -0.418 27.349  0.051
C7 -8.444 -1.658 24.805  0.262
H38 -12.027 -13.675 24.685  0.295
C8 -11.672 -8.693 30.038  -0.663
H39 -10.513 -7.787 27.062  0.394
N4 -7.818 -7.760 25.194  0.314
H40 -17.463 -9.735 25.885  0.336
H41 -15.125 -5.117 28.543  0.239
C9 -12.330 -5.144 25.732  -0.659
C10 -7.806 -7.111 30.458  0.165
C11 -11.973 -10.523 28.413  -0.863
C12 -15.954 -4.458 28.286  -0.768
H42 -14.930 -0.280 27.304  0.352
C13 -5.523 -1.657 27.618  -0.844
C14 -10.135 -5.180 26.867  0.088
H43 -4.448 -1.591 27.784  0.341
H44 -13.846 -4.677 19.639  0.266
H45 -14.202 -2.942 25.561  -0.011
C15 -6.044 -1.833 30.076  0.030
H46 -12.624 -5.659 24.817  0.215
C16 -7.498 -8.544 26.254  -0.085
H47 -6.783 -5.237 28.142  0.092
H48 -12.922 -10.838 28.847  0.326
H49 -12.695 -8.919 30.340  0.330
H50 -17.296 -7.464 26.071  0.434
H51 -5.810 -4.782 29.545  0.352
C17 -14.286 -1.863 25.433  -0.905
H52 -7.660 -5.621 25.792  0.026
H53 -8.910 -4.991 31.342  0.350
N5 -11.532 -11.802 23.796  0.160
C18 -14.982 -2.993 30.054  0.073
C19 -11.983 -1.414 26.083  -0.963
C20 -16.222 -7.511 26.250  -0.795
C21 -8.787 -8.160 24.260  -0.475
O5 -13.160 0.126 28.184  -0.575
C22 -14.727 -5.053 22.301  -0.202
O6 -9.521 -11.564 29.664  -0.596
H54 -5.678 -6.367 28.957  0.381
H55 -10.610 -13.681 23.590  0.357
C23 -8.081 -4.707 30.694  -0.957
H56 -5.699 -2.552 27.022  0.281
N6 -15.915 -3.191 29.017  0.176
H57 -11.612 -7.748 25.759  0.518
H58 -8.395 -8.232 23.246  0.399
N7 -8.211 -2.439 23.725  0.217
H59 -11.764 -1.020 25.091  0.385
C24 -16.541 -9.934 26.432  -1.018
N8 -6.450 -1.747 28.778  0.315
N9 -13.384 -1.192 26.344  0.292
C25 -16.749 -2.100 28.443  -1.012
H60 -11.857 -7.953 29.260  -0.055
H61 -6.453 -3.417 23.046  0.343
C26 -11.358 -7.217 26.677  -1.243
N10 -11.208 -5.817 26.334  0.836
O7 -13.333 -4.800 22.258  -0.317
O8 -9.989 -3.976 26.866  -0.798
H62 -9.959 -11.235 22.476  0.306
O9 -7.650 -0.840 25.190  -0.628
H63 -16.906 -4.989 28.260  0.219
H64 -16.704 -1.848 27.384  0.233
O10 -11.519 -9.850 24.951  -0.533
C27 -9.168 -3.451 23.397  -0.371
C28 -11.038 -11.156 22.613  -1.050
C29 -7.843 -1.627 28.353  -1.063
C30 -15.200 -8.775 28.086  -0.043
H65 -14.004 -1.598 24.414  0.397
H66 -11.130 -8.365 30.925  0.386
H67 -8.000 -9.524 26.253  0.409
C31 -7.244 -6.432 25.194  -1.040
H68 -9.762 -9.968 30.942  0.340
H69 -15.110 -4.626 23.227  0.091
C32 -11.584 -13.235 23.791  -0.919
H70 -8.501 -1.131 29.067  0.330
H71 -5.804 -0.828 26.969  0.295
C33 -12.961 -3.744 21.322  -0.373
H72 -11.532 -11.432 28.002  0.395
O11 -6.751 -1.778 31.069  -0.592
H73 -15.312 -1.553 25.631  0.392
H74 -15.605 -7.420 25.356  0.491
H75 -7.387 -4.186 31.353  0.381
H76 -9.296 -3.611 22.326  0.374
C34 -15.314 -4.145 21.169  -0.661
H77 -12.175 -9.809 27.615  0.111
H78 -11.284 -0.870 26.718  0.429

Output
relative energy (zero: lowest compared OMol25 entry of this formula, charge and spin): 623.61 kJ/mol
frontier orbital gap: 8.468 eV
charge: 0
LUMO: -0.0021 Eh
SMILES string: CN(C)C=O.CN(C)C=O.CN(C)C=O.CN(C)C=O.CN(C)C=O.CN(C)C=O.CN(C)C=O.CN(C)C=O.CN(C)C=O.CN(C)C=O.C1CCOC1